Entry 1:
C32H92N10O14 | ωB97M-V/def2-TZVPD

Geometry as XYZ:
```
148
Properties=species:S:1:pos:R:3:mulliken_charge:R:1
O -3.532 -2.167 -6.258 -0.5522
O -0.930 -0.589 -0.574 -0.2200
O 2.491 -2.310 4.192 -0.2359
O -0.914 4.998 -0.031 -0.5961
O 2.365 -5.086 1.351 -0.6090
O 4.288 3.245 1.347 -0.5711
O -1.443 3.115 2.131 -0.4441
O -0.687 3.125 -4.106 -0.2052
O 1.344 4.381 -2.649 -0.7724
O -4.035 0.115 -2.644 -0.4160
O -4.572 2.385 0.449 -0.5845
O -4.838 -2.048 1.911 -0.6495
O 2.029 -2.698 -0.226 -0.1511
O 0.751 -1.565 2.324 1.2105
N 1.774 4.127 -0.436 0.0900
N -1.121 5.812 -2.196 -0.2660
N -5.669 1.685 -2.336 -0.3895
N -5.805 0.737 1.390 -0.4696
N -2.824 4.502 -1.317 -0.4025
N -3.466 0.628 1.432 0.4004
N -4.281 -3.611 0.339 -0.4189
N -5.320 -1.610 -0.319 -0.3881
N 3.437 3.794 -1.941 -0.3982
N -3.568 2.305 -3.178 -0.2300
C 3.182 -1.540 5.135 1.1908
C -0.098 2.961 -5.403 0.7158
C 3.780 -4.892 1.616 1.2479
C -1.040 -0.873 3.747 -1.8152
C 1.197 0.508 -0.539 0.1800
C -0.572 4.878 3.499 -1.4156
C -1.541 5.129 -1.098 0.3573
C -0.667 1.822 -6.145 -1.4675
C 0.900 3.000 2.950 -0.0943
C -3.600 -3.399 -4.132 -1.1026
C 3.577 -2.555 6.182 -1.3499
C 2.158 4.171 -1.734 0.6349
C -4.845 -2.398 0.764 0.4491
C -1.034 1.737 -0.753 1.0279
C 1.474 -3.134 -1.484 0.7669
C 4.659 -5.541 0.486 -1.2839
C 2.335 -0.390 5.701 -1.1173
C -2.945 -3.187 -5.503 0.4209
C -0.871 -3.237 2.820 -1.6078
C 4.169 0.795 1.381 -0.2920
C -4.380 1.268 -2.700 0.1195
C -0.248 0.602 -0.223 2.6475
C -1.432 -2.852 -5.277 -1.1603
C -0.551 3.410 3.220 0.3547
C -0.642 -1.766 2.564 1.6390
C -4.606 1.343 1.067 0.1873
C 0.189 -3.948 -1.264 -0.9510
C 5.468 2.037 3.276 -1.5188
C 4.102 -5.499 3.057 -1.4945
C -0.382 4.359 -6.074 -1.3874
C 4.976 1.974 1.708 0.0107
C 2.477 -3.942 -2.270 -1.7467
H 5.980 2.979 3.336 0.3604
H 4.019 0.544 0.328 0.3290
H 4.184 -3.359 5.695 0.2522
H -0.860 1.895 -1.821 0.5867
H -0.883 -2.565 -6.169 0.4073
H 1.862 0.175 4.923 0.1095
H 1.535 -0.753 6.363 0.3005
H -3.073 -4.191 -3.581 0.3358
H 4.573 -0.123 1.850 0.4944
H 5.178 -5.512 3.275 0.4082
H -2.780 3.797 -2.054 0.1713
H 3.483 -3.489 -2.377 0.3589
H -0.560 -1.106 4.694 0.3381
H 5.965 1.179 3.583 0.5292
H -0.887 0.165 3.438 0.1736
H 1.561 3.264 3.769 0.6782
H -1.196 -0.524 -1.509 0.0712
H 0.961 2.768 -5.272 0.2856
H -0.833 2.639 -0.203 -0.6793
H -1.454 4.489 -6.273 0.2917
H 5.668 -5.068 0.614 0.3583
H 0.925 -1.869 1.411 -0.7085
H 1.241 0.549 -1.629 0.3658
H 3.873 3.554 -2.839 0.2229
H 2.446 3.705 0.237 0.1115
H -1.256 3.761 1.420 0.0195
H -1.182 -1.434 1.690 -0.4380
H 4.110 -1.124 4.668 -0.1065
H -4.580 -3.895 -4.208 0.4672
H -0.442 0.891 -5.599 0.3040
H -0.961 2.918 4.129 0.4203
H 3.615 -4.925 3.863 0.2241
H -1.438 -1.958 -4.601 0.0153
H -0.444 -4.220 -2.155 0.2239
H -0.179 5.322 2.506 0.2012
H -0.145 5.978 -2.378 0.2530
H 3.722 3.588 2.085 0.2633
H -2.063 -1.051 3.934 0.5036
H -0.987 -3.669 -4.811 0.4360
H -1.903 -3.475 2.847 0.4118
H -1.811 6.004 -2.909 0.2310
H 4.813 -6.596 0.645 0.3447
H 1.800 1.303 -0.027 -0.6566
H 1.001 1.887 2.864 -0.4569
H 1.198 3.556 2.062 -0.2104
H -5.812 -0.040 2.020 0.2163
H 4.593 1.978 3.931 0.3564
H -5.711 -0.733 0.009 0.2872
H -6.238 0.946 -1.943 0.2680
H 2.698 -4.924 -1.922 0.3255
H -0.550 -3.529 3.803 0.3432
H -4.132 -4.197 1.174 0.2607
H 1.972 -4.122 -3.193 0.4386
H 4.130 -2.237 7.075 0.3716
H 2.087 -3.522 0.307 -0.1740
H -2.127 1.635 -0.701 -0.8308
H 3.996 3.620 -1.133 0.1180
H -1.522 5.257 3.741 0.3862
H -0.385 0.594 0.915 -1.4409
H 3.192 0.893 1.903 -0.3086
H -0.433 -3.863 1.991 0.1626
H -0.056 3.571 -3.442 0.0689
H 0.111 5.226 4.295 0.3873
H 0.785 4.195 -0.262 -0.1754
H 2.534 -2.867 6.486 0.3054
H -4.810 -1.627 -1.140 0.2679
H 1.564 -0.445 -0.079 -0.6682
H -3.535 -0.122 2.123 0.2244
H -2.710 1.932 -3.643 -0.0945
H 0.391 -4.953 -0.783 0.2492
H 0.195 4.417 -7.000 0.4032
H 3.866 -6.500 3.035 0.4585
H -6.637 1.349 1.548 0.2461
H 5.860 1.952 1.075 0.2970
H -0.106 1.738 -7.126 0.4076
H -3.842 -2.466 -3.639 0.1898
H -0.472 -3.393 -0.636 0.0683
H -0.123 5.188 -5.453 0.3395
H -2.895 -4.085 -6.115 0.2535
H -2.704 1.290 1.664 -0.1857
H 4.280 -5.250 -0.448 0.2180
H 2.056 -1.668 3.556 -0.1134
H -4.666 -4.083 -0.479 0.2256
H 2.779 0.382 6.338 0.4026
H 3.966 -3.811 1.647 -0.1294
H -5.935 2.584 -1.933 0.2413
H -4.003 3.092 -3.644 0.2589
H -3.013 4.004 -0.442 0.3409
H -4.413 -2.467 -6.370 0.3286
H 1.858 -4.692 2.049 0.2000
H 1.222 -2.210 -1.965 0.4286
H -1.758 1.843 -6.233 0.2964
```

For the molar mass, the calculation gives 841.144 g mol⁻¹. For the energy above the lowest of the compared OMol25 structures with the same formula, charge and spin, the calculation gives 0.0 kcal/mol. The value obtained for the gap between HOMO and LUMO is 10.08 eV.

=====

Entry 2:
C32H92N12O16 | ωB97M-V/def2-TZVPD

Geometry as XYZ:
```
152
Properties=species:S:1:pos:R:3:mulliken_charge:R:1
O 1.231 3.222 0.101 -0.6158
O 1.328 2.830 -4.508 -0.5222
O -2.735 0.034 -2.738 -0.1930
O 2.144 2.202 6.995 -0.5583
O 4.315 -2.757 -3.726 -0.3415
O -2.355 -1.633 -7.846 -0.4550
O -1.644 4.208 2.273 -0.6187
O -0.454 1.509 4.872 0.7413
O -2.652 -2.299 1.912 -0.4702
O 2.458 -0.226 -1.713 1.0391
O -3.416 -1.345 6.032 -0.7728
O 1.414 -1.473 3.625 0.3799
O -0.737 0.541 -0.450 0.4036
O 4.350 2.044 1.040 -0.4830
O -4.549 0.443 0.415 -0.6468
O -3.800 -2.745 -0.522 -0.7671
N -3.644 0.777 5.206 -0.2637
N -1.748 -2.670 -0.030 -0.0220
N -1.765 -2.507 -5.422 -0.4053
N -1.507 3.461 4.304 0.2167
N 0.765 -0.288 1.899 1.1868
N 0.426 4.337 1.837 -0.4315
N 2.778 -0.776 0.998 -0.0313
N -2.211 -3.163 -2.033 -0.2161
N -2.589 5.272 3.963 -0.4831
N -0.805 2.795 0.859 -0.8349
N 1.751 -0.892 -4.545 0.0599
N -1.740 -0.244 5.197 -0.2432
C 0.304 2.454 -3.571 -0.6395
C -2.430 -0.529 -3.989 0.0542
C 5.572 1.870 0.267 -0.8181
C 3.197 0.154 -0.034 -0.8026
C -3.949 -0.384 -2.188 -1.3421
C 0.229 2.081 5.977 -1.2989
C 3.045 1.033 -2.053 -1.2689
C -2.638 -2.851 -0.877 0.3600
C 0.455 1.063 3.828 -1.7308
C -1.902 -2.057 -4.043 0.3255
C -1.035 -2.178 -7.629 -1.0731
C -3.240 -0.189 0.579 1.6319
C -2.393 -1.654 3.100 -0.6016
C 3.357 -2.874 -4.794 -1.1507
C 3.464 -0.722 2.274 -1.0920
C 0.211 -0.578 -0.498 2.6610
C -0.636 -2.021 -6.146 0.5621
C 1.841 -2.365 -4.557 0.9289
C 0.749 -0.381 -3.651 0.6048
C -1.934 4.269 3.422 0.9095
C -0.218 0.469 2.641 0.4358
C 0.394 3.294 0.914 0.5863
C -2.963 -0.275 5.629 0.2279
C 0.275 -1.222 0.922 -0.5051
C 1.576 0.976 7.265 -1.6786
C 1.085 -0.457 -2.087 1.8654
C -2.463 -0.242 -7.907 -0.6423
C 3.114 1.648 0.385 0.0832
C 2.699 -1.915 3.144 -0.8174
C 0.483 -2.335 4.224 -0.2196
C -1.190 0.600 -1.768 0.2240
C 3.994 -3.073 -2.320 -0.5994
H -0.299 -1.533 -8.107 0.4723
H 0.696 3.020 5.678 0.1039
H 3.677 -4.084 -2.062 0.3389
H -2.449 0.414 -7.037 0.1653
H 0.499 0.936 7.101 0.3272
H 0.794 -2.162 0.733 0.5916
H -0.058 -1.433 -1.117 -1.0806
H 1.339 -0.691 2.626 -0.3865
H 1.201 1.807 3.549 0.2300
H 1.025 -1.463 -1.673 0.1810
H -1.214 -3.136 -2.190 0.1068
H 0.593 0.682 -3.836 -0.1135
H 3.240 -2.412 -1.892 0.1064
H -0.597 -0.952 -5.937 0.0500
H 2.751 2.394 -0.322 1.0468
H -1.030 -3.222 -7.942 0.3453
H 3.084 0.176 2.760 0.2385
H -2.196 -2.333 0.810 -0.1579
H -1.620 0.118 -4.326 -0.6401
H 0.274 -2.547 -5.856 0.0970
H -0.732 -1.447 1.275 -0.3478
H 3.914 -2.377 -5.588 0.3257
H -1.367 3.055 1.658 0.2808
H -2.482 0.593 0.551 0.2009
H 2.390 1.666 1.199 -0.9532
H 4.086 1.126 -1.743 0.0346
H -0.883 -2.309 -0.406 -0.5242
H 3.097 2.154 6.892 0.3157
H 0.332 0.060 -1.493 -2.1535
H 0.470 -3.269 3.664 0.3353
H -1.062 2.039 0.240 0.3049
H -3.267 -0.758 1.508 -0.1776
H 1.527 -2.882 -3.650 -0.0149
H 3.101 1.074 -3.140 0.5444
H -3.181 1.659 5.042 0.1397
H 0.661 1.992 -2.651 0.1693
H -2.658 -2.696 -3.587 0.0557
H -0.318 0.992 -2.291 -1.1434
H -4.597 0.625 5.503 0.2671
H 4.225 -0.104 -0.290 1.5962
H 0.933 3.456 -5.120 0.3569
H -3.561 -2.606 1.912 0.5385
H 2.620 -0.458 -4.268 0.7193
H 1.071 1.438 6.232 0.6922
H 4.766 -2.895 -1.571 0.4103
H -3.392 -0.031 -8.436 0.3271
H -0.511 1.330 2.040 -0.6687
H -1.426 0.600 4.739 0.3131
H 5.554 2.238 -0.759 0.2425
H 2.853 -2.728 2.435 0.4142
H 6.289 2.540 0.742 0.3738
H -3.227 -0.348 -4.710 0.7358
H 2.397 1.818 -1.664 0.3605
H -0.328 3.295 -3.283 0.5197
H 2.504 0.194 -0.874 -1.4273
H -2.946 -0.853 -0.234 -1.1969
H -0.380 4.441 2.437 -0.0949
H -4.587 1.208 0.993 0.3944
H -1.926 1.400 -1.846 1.0501
H -3.108 -0.856 3.303 0.6549
H -1.763 0.236 -8.593 0.3173
H 1.708 0.768 8.327 0.5346
H -2.532 -2.336 -6.057 0.5236
H -1.154 -1.063 5.131 -0.0407
H 1.847 -0.599 1.346 -0.5105
H -4.710 -0.119 -2.923 0.3575
H -2.988 5.926 3.305 0.2598
H -1.627 3.480 5.306 0.2912
H 1.941 0.132 6.679 0.2903
H -0.950 -2.162 -3.522 -0.1483
H 1.163 -0.110 -0.750 -0.8833
H -0.143 -0.976 -3.845 -1.9457
H -4.072 -1.430 -1.907 0.4450
H -1.112 -0.126 2.832 0.2486
H -0.517 -1.904 4.175 0.4181
H -1.688 -0.215 -2.295 0.4588
H -2.910 -3.251 -2.757 0.4653
H 4.535 -0.892 2.165 0.4192
H 3.221 -2.032 4.094 0.6228
H -4.176 0.289 -1.361 0.6520
H -2.419 -2.424 3.872 0.7830
H 0.857 -2.361 5.248 0.2854
H 3.458 -3.920 -5.084 0.4239
H -0.678 3.005 3.950 -0.6849
H 5.957 0.857 0.391 0.2688
H 1.290 4.740 2.172 0.2259
H 1.062 0.304 4.321 1.3902
H 1.113 -2.653 -5.316 -0.8091
H -0.445 1.835 -4.065 0.5197
H -2.627 5.432 4.959 0.1837
H -0.380 2.409 6.820 0.9807
H -1.485 -1.062 3.209 -2.1684
```

For the molar mass, the calculation gives 901.156 g mol⁻¹. The value obtained for the gap between HOMO and LUMO is 5.24 eV.

=====

Entry 3:
C32H93F6N7O11P | ωB97M-V/def2-TZVPD

Geometry as XYZ:
```
150
Properties=species:S:1:pos:R:3:mulliken_charge:R:1
P 0.191 8.740 -9.542 1.9816
F -0.301 8.695 -11.073 -0.6147
F 0.338 7.112 -9.618 -0.4773
F 1.796 8.821 -9.933 -0.4869
F -1.365 8.628 -9.024 -0.5503
F 0.049 10.372 -9.510 0.1634
F 0.565 8.683 -8.013 -0.4448
O -1.175 8.785 -2.908 -0.3084
O 2.714 7.426 -4.404 -0.5614
O -3.255 3.748 -12.894 -0.2486
O -5.601 12.102 -12.050 -0.2309
O 4.292 5.927 -8.308 -0.5321
O -1.461 12.011 -14.240 1.4405
O -1.680 13.081 -9.565 0.2636
O 5.937 7.931 -12.030 -0.3158
O 2.529 12.181 -7.059 -0.4668
O -5.162 9.019 -7.719 -0.6905
O -1.401 4.949 -5.972 -0.5509
N -3.349 10.646 -9.424 0.2250
N -1.165 5.521 -12.634 -0.7635
N 3.513 7.053 -10.933 -0.5381
N -3.890 10.462 -4.781 -0.8556
N 5.033 11.339 -9.716 -0.6363
N 1.342 2.445 -5.925 -0.6851
N 0.365 12.732 -11.606 -0.5641
C 1.401 11.491 -6.523 -0.2579
C 3.585 7.328 -12.391 0.3034
C -1.130 13.681 -8.392 -0.6448
C 0.619 3.494 -3.841 -1.2393
C -3.288 4.850 -13.842 -1.1483
C -2.229 9.759 -3.230 -1.5233
C -4.329 9.377 -11.254 -1.5389
C 2.220 7.915 -12.819 -1.1291
C -1.760 10.090 -5.731 0.1326
C -0.315 14.851 -12.635 -2.4424
C -4.262 2.791 -13.267 -0.8909
C -2.246 7.189 -13.861 -1.4032
C -2.457 5.934 -13.097 1.4200
C -4.751 12.223 -13.224 -0.7670
C -0.203 14.046 -11.301 0.9504
C 4.494 11.887 -8.491 0.2969
C -0.132 4.341 -6.230 -0.1461
C -4.369 7.847 -7.662 -0.1833
C -1.523 7.396 -2.819 -0.5590
C 3.482 7.034 -7.838 -0.0239
C -3.836 10.770 -10.788 1.7731
C -4.892 11.861 -10.777 -1.0269
C 6.984 8.842 -12.420 -0.7972
C -2.717 9.658 -4.650 1.3001
C 4.729 8.374 -12.586 -0.6103
C -0.872 10.714 -14.106 -0.4896
C -1.584 6.151 -6.741 -0.0117
C 2.957 11.844 -8.360 0.4821
C -1.619 13.929 -10.737 -0.5664
C 5.198 13.187 -8.354 -1.6266
C 1.543 8.095 -4.778 0.6335
C 0.232 3.113 -5.358 0.2285
H 1.717 10.521 -6.140 0.4075
H 4.338 11.262 -10.445 0.2496
H 0.626 7.506 -4.806 -0.1450
H -2.507 7.209 -2.389 0.4744
H 3.454 7.906 -8.490 -0.2119
H 0.280 12.146 -10.787 -0.0249
H 5.406 10.402 -9.684 0.2781
H -3.168 7.508 -14.346 0.4211
H -0.761 14.295 -13.459 0.2934
H -2.372 13.591 -11.448 -0.3920
H 1.613 3.937 -3.786 0.3395
H -0.748 6.851 -6.730 -0.0291
H -0.890 15.771 -12.532 0.2448
H 3.162 7.948 -10.624 0.0544
H 6.251 13.126 -8.077 0.3605
H 2.621 6.600 -10.789 0.2085
H -5.209 3.307 -13.110 0.3486
H 2.599 10.884 -8.734 -0.4202
H -1.850 5.800 -7.738 0.6127
H 3.694 7.390 -6.830 0.3454
H 0.932 12.123 -5.769 0.3927
H -1.489 14.695 -8.219 0.3786
H 1.345 7.333 -12.529 0.2371
H -1.628 6.928 -14.721 0.4770
H -4.278 5.127 -14.206 0.3752
H -5.334 12.496 -14.103 0.1388
H -4.465 12.779 -10.375 0.2571
H -3.323 8.143 -7.588 -0.3341
H -5.039 9.019 -10.509 0.2460
H -2.826 4.507 -14.768 0.4713
H 2.224 7.992 -13.906 0.5324
H 2.614 7.273 -3.461 0.2868
H 4.749 13.847 -7.612 0.3408
H 1.081 2.179 -6.864 0.2559
H -0.049 13.822 -8.396 0.1974
H -2.970 11.535 -9.132 0.1512
H 6.659 9.874 -12.290 0.3386
H -4.115 2.475 -14.300 0.2954
H -5.635 11.629 -10.014 0.3538
H -3.053 9.770 -2.517 0.4258
H 0.692 15.023 -13.017 0.6201
H -3.586 11.414 -4.634 0.3566
H 7.920 8.585 -11.923 0.2633
H 1.992 8.876 -12.358 0.1834
H -0.956 12.574 -14.831 -0.8419
H -4.431 7.361 -8.636 0.3142
H -4.146 1.977 -12.552 0.2343
H -4.610 7.120 -6.887 0.4608
H 4.552 9.357 -12.150 0.0646
H -2.514 10.088 -9.532 -0.5674
H 3.830 6.373 -12.855 0.3779
H 1.698 8.303 -5.836 -0.7285
H -4.254 10.475 -5.722 0.2926
H 0.493 14.557 -10.637 0.4637
H -2.997 8.657 -4.977 -0.0538
H -4.262 11.282 -13.478 0.0403
H 1.363 8.968 -4.151 0.4735
H 0.731 5.001 -6.145 0.0770
H -1.810 7.999 -13.277 -0.1745
H -0.827 6.267 -12.042 0.1786
H -1.432 12.975 -7.618 -0.0892
H -0.043 3.975 -7.253 0.1933
H 1.456 1.539 -5.493 0.2593
H 2.458 6.663 -7.789 0.0192
H -2.141 9.964 -6.744 -0.1995
H 0.197 10.610 -14.289 0.5292
H -0.230 12.242 -12.258 0.0632
H -0.662 2.496 -5.278 0.3002
H -1.350 4.706 -12.068 0.3072
H -1.043 10.319 -13.104 -0.3034
H -1.677 6.894 -3.774 0.0683
H -0.067 4.191 -3.360 0.1771
H 4.110 5.298 -7.606 0.3363
H -0.893 9.442 -5.601 -0.4884
H -4.034 13.034 -13.099 -0.0177
H -4.828 9.440 -12.222 0.4199
H -3.427 8.774 -11.363 0.2289
H -2.043 14.891 -10.449 0.6019
H -1.406 11.094 -5.496 0.3862
H 2.559 12.606 -9.030 -0.0010
H 0.678 2.649 -3.155 0.4078
H 0.559 11.230 -7.165 -0.2998
H -2.400 6.660 -6.228 -0.3041
H 4.841 8.463 -13.667 0.4586
H -1.808 10.739 -3.003 0.3552
H -4.711 9.602 -8.335 0.2574
H 7.293 8.743 -13.461 0.3258
H 4.948 11.301 -7.693 0.3740
H -2.962 11.118 -11.338 -0.1143
H 5.061 13.743 -9.281 0.3404
H -1.344 9.962 -14.737 -0.0597
H -0.697 6.915 -2.293 0.2185
H -3.140 6.054 -12.256 -0.0655
```

For the molar mass, the calculation gives 897.096 g mol⁻¹. The spin multiplicity is 2. The value obtained for the gap between HOMO and LUMO (spin up / spin down) is 1.17 / 8.20 eV. As for the charge: -2.

=====

The lowest molar mass belongs to which entry? C32H92N10O14

=====

The highest molar mass belongs to which entry? C32H92N12O16

=====

Among the records above, which one has the highest molar mass? C32H92N12O16

=====

The highest molar mass belongs to which entry? C32H92N12O16